This record from the OMol25 dataset describes C44H59N2OP2RbS5Si as an isolated structure. The level of theory is ωB97M-V with the def2-TZVPD basis set.

Results
HOMO level: -1.058 eV
Net charge: -2
E_tot: -132903.94286 eV
Spin multiplicity: 1
ΔE to the lowest compared entry with this formula, charge and spin: 30.15 kJ/mol

Each line ends with the Mulliken charge.
Cartesian coordinates (Å):
Rb: -1.5531 0.1521 0.8727  0.733
S: -1.9815 4.1794 5.4262  -0.252
S: -2.3388 1.5868 6.6649  -0.259
S: -2.1144 0.0109 4.1654  -0.355
S: -1.6673 3.1685 2.6533  -0.524
S: -3.6788 3.4096 -0.7495  -0.375
P: -1.1469 0.7741 -2.5691  0.365
P: 1.5494 -1.5357 2.0245  -0.139
Si: 0.4844 -1.5178 -0.9852  -0.141
O: -2.3357 3.8508 8.0215  -0.687
N: -4.9758 1.1827 -0.1269  0.079
N: -4.4681 2.6611 1.6506  0.250
C: 1.1164 2.8593 -4.9391  -0.800
C: -4.7489 0.7410 -4.9545  -0.992
C: 1.5301 3.9008 -2.6570  -1.005
C: -0.5152 2.4699 -3.0288  0.225
C: 3.1472 -0.0842 4.1132  -0.710
C: 1.5055 -3.1472 4.3043  -0.846
C: 2.3764 -1.3349 -0.6362  0.295
C: -2.2430 3.3192 6.9290  0.624
C: 0.4733 -1.4534 -2.9328  0.532
C: 3.3349 -1.0620 -1.6232  0.031
C: 5.0922 -0.8779 0.0048  -1.003
C: -2.1098 1.5604 4.8883  -0.077
C: -3.3242 1.2189 -4.5848  -0.270
C: -4.4172 2.3432 0.3011  -0.385
C: 4.0115 1.1393 3.8055  -0.876
C: -5.1760 1.9117 2.5037  0.002
C: -0.3429 2.9339 -4.4924  -0.944
C: 0.2413 -3.4460 -0.7742  -1.570
C: 1.0931 -2.4422 -3.7057  0.545
C: 1.0728 -2.4222 -5.0905  -0.974
C: 1.6427 1.1914 2.5122  0.423
C: 1.9852 3.8310 -4.1280  -0.774
C: 2.8183 -1.3321 0.7062  0.570
C: -4.9053 -0.8650 -3.0437  -0.533
C: 2.9718 -5.3930 2.8901  -0.938
C: 2.8127 -5.2861 4.4179  -0.635
C: -5.6825 0.4673 0.7232  0.287
C: 0.8106 2.6172 -2.2528  -0.531
C: -5.5466 0.3592 -3.7094  -0.561
C: 3.2370 2.4440 4.0284  -0.912
C: 4.1643 -1.1263 1.0059  -0.365
C: 0.4338 -1.3782 -5.7478  -1.171
C: 1.4881 -4.6118 4.7687  -0.863
C: 2.2350 -4.2570 2.1614  -0.899
C: -1.9451 2.7841 4.3190  -0.063
C: 1.7915 2.3469 3.4968  -0.622
C: -5.8674 0.8164 2.0657  -0.955
C: -0.2033 -0.4199 -3.6118  0.102
C: -0.1967 -0.3885 -5.0118  -0.775
C: 2.2788 -2.9687 2.9830  0.195
C: 1.8684 -0.1393 3.2420  0.515
C: -3.3650 -0.7792 -3.0767  -0.829
C: 4.6678 -0.8311 -1.3163  -0.989
C: -2.8996 0.6764 -3.2159  1.435
H: -5.2690 1.5192 -5.5197  0.478
H: -2.6414 0.8819 -5.3659  -0.196
H: -0.6780 0.4157 -5.5499  0.254
H: -6.4604 0.2140 2.7358  0.388
H: 5.3810 -0.6223 -2.1074  0.370
H: 0.4220 -1.3377 -6.8319  0.373
H: 2.3873 4.0802 -2.0045  0.423
H: 2.6794 -4.0908 1.1781  0.231
H: 1.1931 -4.5365 1.9933  0.290
H: -6.5864 0.1418 -3.9722  0.491
H: 3.0240 -1.0225 -2.6614  0.355
H: 1.4832 3.2839 3.0325  0.438
H: 4.0351 -5.3699 2.6341  0.301
H: 1.5573 -3.2090 -5.6601  0.361
H: 0.6023 2.6142 -1.1814  0.572
H: 0.6353 1.2088 2.1024  -0.881
H: -0.0181 -3.6587 0.2660  0.236
H: 0.6714 -5.1531 4.2825  0.335
H: 6.1329 -0.7029 0.2554  0.353
H: 2.8518 -0.0348 5.1665  0.480
H: 2.8798 -6.2768 4.8763  0.429
H: -3.5875 3.1629 2.0359  -0.100
H: 3.7723 3.2606 3.5349  0.350
H: 1.0960 2.1664 4.3211  0.111
H: -5.2313 -1.7721 -3.5632  0.455
H: -0.6803 3.9740 -4.5756  0.510
H: -5.2516 -0.9320 -2.0099  -0.014
H: 2.3463 1.2968 1.6792  0.246
H: 1.1985 3.0902 -6.0054  0.470
H: -3.2936 2.3105 -4.5559  0.355
H: 4.9090 1.1252 4.4328  0.496
H: -2.9665 -1.3539 -3.9190  0.343
H: 1.4610 1.7566 -2.4503  -0.044
H: 4.5069 -1.1440 2.0339  0.473
H: -5.5539 1.1956 -3.0065  0.154
H: 2.5816 -6.3549 2.5444  0.445
H: -5.1460 2.2121 3.5431  0.399
H: 3.7511 -0.9884 4.0080  0.296
H: -0.5994 -3.7727 -1.3951  0.492
H: 1.9337 4.8288 -4.5748  0.328
H: 0.8386 4.7369 -2.5167  0.347
H: -2.9416 -1.2247 -2.1709  0.098
H: 3.0300 3.5125 -4.1828  0.353
H: -4.6859 -0.1393 -5.6040  0.329
H: -0.9673 2.3554 -5.1703  0.423
H: 3.3328 -2.7558 3.1939  0.168
H: 1.1117 -4.0622 -1.0320  0.331
H: 0.4794 -2.7848 4.1874  0.269
H: 3.2162 2.6794 5.0964  0.324
H: 1.0100 -0.2646 3.9129  0.450
H: 1.4749 1.8362 -4.8041  0.156
H: 1.9702 -2.5291 5.0772  0.200
H: -6.1045 -0.4530 0.3287  0.348
H: -1.2570 3.1139 -2.5451  0.251
H: 3.6259 -4.6846 4.8364  0.298
H: -3.4172 1.2664 -2.4536  -0.762
H: 4.3492 1.0895 2.7674  0.210
H: 1.3071 -4.6572 5.8453  0.465
H: 1.6132 -3.2493 -3.1978  0.287